1.
62
Properties=species:S:1:pos:R:3 method="wB97M-V/def2-TZVPD" relative_energy_kj_mol=275.33 smiles=c1cc[nH]c1.c1cc[nH]c1.c1cc[nH]c1.c1cc[nH]c1.c1cc[nH]c1.CCCC#N
C 16.683 -32.883 0.279
C 16.058 -31.869 1.018
C 15.148 -32.446 1.842
N 15.203 -33.782 1.628
C 16.153 -34.093 0.714
H 17.432 -32.764 -0.484
H 16.310 -30.826 0.961
H 14.461 -32.002 2.536
H 14.707 -34.486 2.138
H 16.385 -35.071 0.343
C 19.266 -32.640 5.879
C 19.882 -33.334 4.799
C 20.967 -33.965 5.321
N 20.952 -33.790 6.658
C 19.898 -32.993 7.004
H 18.396 -32.016 5.813
H 19.553 -33.287 3.778
H 21.608 -34.632 4.762
H 21.733 -34.012 7.235
H 19.756 -32.796 8.050
C 23.275 -37.924 5.705
C 23.586 -37.076 4.597
C 23.350 -37.813 3.495
N 22.864 -39.003 3.890
C 22.775 -39.074 5.242
H 23.468 -37.664 6.735
H 24.046 -36.115 4.731
H 23.426 -37.605 2.441
H 22.673 -39.765 3.277
H 22.489 -39.987 5.726
C 22.028 -40.855 -2.464
C 20.756 -41.435 -2.247
C 20.928 -42.779 -2.236
N 22.211 -43.013 -2.556
C 22.896 -41.844 -2.656
H 22.195 -39.793 -2.485
H 19.794 -40.986 -2.073
H 20.224 -43.589 -2.154
H 22.501 -43.940 -2.775
H 23.859 -41.829 -3.132
C 23.528 -36.734 -3.809
C 22.864 -35.762 -4.604
C 22.060 -36.438 -5.480
N 22.250 -37.774 -5.255
C 23.152 -37.964 -4.259
H 24.232 -36.551 -3.017
H 22.986 -34.691 -4.672
H 21.382 -36.126 -6.251
H 21.812 -38.439 -5.856
H 23.388 -38.948 -3.903
C 19.857 -35.355 0.090
C 21.289 -34.839 -0.067
C 22.182 -35.742 -0.938
C 22.263 -37.066 -0.440
N 22.269 -38.096 -0.120
H 19.770 -36.402 0.387
H 19.371 -35.249 -0.891
H 19.270 -34.770 0.797
H 21.818 -34.680 0.897
H 21.284 -33.778 -0.353
H 23.147 -35.279 -1.114
H 21.687 -35.743 -1.916

---

2.
37
Properties=species:S:1:pos:R:3 method="wB97M-V/def2-TZVPD" relative_energy_kj_mol=0.00
O 1.801 -0.645 0.776
O 0.992 -1.139 -1.528
O 1.117 -3.071 -0.004
O -0.773 -0.565 -0.495
O -0.355 -2.081 1.249
C 0.448 2.326 3.257
C 0.619 1.010 3.714
C 0.772 2.638 1.896
C 1.766 -3.714 -4.080
C 1.779 -4.756 -3.235
C -3.508 0.681 1.501
C -3.206 -0.015 2.628
C 1.117 0.067 2.915
C 1.263 1.665 1.038
C 1.603 -2.405 -3.574
C 1.636 -4.609 -1.849
C -2.583 0.587 0.443
C -2.237 -1.045 2.700
C 1.401 0.367 1.622
C 1.274 -2.248 -2.222
C 1.342 -3.364 -1.332
C -1.591 -0.357 0.522
C -1.362 -1.210 1.620
P 0.590 -1.487 0.033
H 0.006 3.115 3.886
H 0.295 0.682 4.705
H 0.546 3.640 1.506
H 2.101 -3.805 -5.082
H 2.138 -5.718 -3.707
H -4.367 1.368 1.552
H -3.994 0.050 3.367
H 1.253 -0.990 3.205
H 1.509 1.990 0.029
H 1.524 -1.530 -4.248
H 1.599 -5.472 -1.211
H -2.718 1.249 -0.496
H -2.172 -1.725 3.603

---

3.
12
Properties=species:S:1:pos:R:3 method="wB97M-V/def2-TZVPD" relative_energy_kj_mol=154.57
C -0.389 0.483 -1.678
N 1.150 -0.739 1.645
N 0.292 0.435 -0.501
O -0.595 -1.937 0.211
O -1.248 0.068 1.476
S -0.273 -0.672 0.750
I 0.622 1.463 -3.246
I -2.304 1.344 -1.384
I 0.722 2.214 0.502
H -0.764 -0.868 -2.233
H 1.086 -0.198 2.515
H 1.703 -1.592 1.944

---

4.
10
Properties=species:S:1:pos:R:3 method="wB97M-V/def2-TZVPD" relative_energy_kj_mol=174.52
N 1.453 -0.581 -0.924
N 1.125 -0.486 0.413
C 0.084 -0.028 0.910
C -1.166 0.597 0.314
F -0.795 1.266 -0.766
Cl -2.277 -0.788 -0.337
H 0.876 -0.176 -1.733
H 2.407 -0.728 -0.979
H 0.043 -0.250 2.010
H -1.750 1.175 1.091

---

5.
22
Properties=species:S:1:pos:R:3 method="wB97M-V/def2-TZVPD" relative_energy_kj_mol=6.74 charge=+1
C 0.852 3.354 1.136
C -2.418 0.340 1.169
C 0.713 -0.133 -0.800
N 0.525 -0.122 -2.081
N 1.526 -0.919 -0.175
O 0.417 0.602 1.870
O 0.504 2.450 0.063
O -1.527 0.992 0.211
P 0.027 1.005 0.518
S 0.460 -5.230 -1.279
H 1.949 3.650 1.103
H 0.686 2.829 2.066
H 0.174 4.219 0.923
H -3.222 -0.408 0.732
H -3.118 1.093 1.582
H -1.893 -0.076 2.004
H 0.924 -0.687 -2.876
H -0.233 0.421 -2.383
H 0.499 -6.213 -2.274
H 1.626 -0.818 0.825
H 2.253 -1.623 -0.697
H -0.726 -4.726 -1.639

---

6.
91
Properties=species:S:1:pos:R:3 method="wB97M-V/def2-TZVPD" charge=+1
C -3.779 -1.389 4.302
C -2.304 -1.745 4.583
C -1.714 -2.695 3.527
C -1.415 -0.515 4.861
N -0.563 -0.062 3.752
C -1.003 0.290 2.557
N -2.273 0.269 2.147
C -2.268 0.671 0.874
B -3.611 0.716 -0.017
O -4.612 1.568 0.296
O -3.649 -0.095 -1.107
N -1.027 0.937 0.486
N -0.205 0.710 1.549
H -4.060 -1.646 3.285
H -3.942 -0.316 4.407
H -4.441 -1.874 5.014
H -2.311 -2.297 5.522
H -0.667 -2.493 3.310
H -2.268 -2.616 2.593
H -1.817 -3.729 3.843
H -0.715 -0.743 5.660
H -2.016 0.327 5.201
H 0.427 0.021 3.924
H -5.045 1.395 1.140
H -2.935 -0.738 -1.039
H -0.642 1.177 -0.428
H 0.793 0.831 1.501
C -6.448 -6.627 0.217
O -7.055 -5.452 0.725
C -6.910 -5.285 2.122
C -5.820 -4.295 2.461
O -4.531 -4.742 2.061
C -4.101 -4.194 0.835
H -6.417 -6.532 -0.866
H -5.431 -6.752 0.596
H -7.036 -7.513 0.475
H -6.708 -6.245 2.608
H -7.859 -4.903 2.510
H -5.791 -4.153 3.545
H -6.040 -3.327 1.996
H -3.811 -3.139 0.958
H -4.876 -4.256 0.068
H -3.230 -4.762 0.510
C 0.814 3.275 -4.036
O 1.639 2.129 -4.168
C 2.278 1.730 -2.976
C 1.585 0.549 -2.337
O 0.258 0.863 -1.905
C -0.759 0.462 -2.819
H 0.208 3.346 -4.937
H 0.150 3.201 -3.170
H 1.424 4.180 -3.948
H 2.339 2.567 -2.271
H 3.299 1.430 -3.228
H 2.152 0.229 -1.457
H 1.552 -0.287 -3.039
H -0.921 -0.620 -2.780
H -0.523 0.753 -3.842
H -1.672 0.971 -2.511
C 5.837 -2.303 3.243
O 4.709 -2.618 2.440
C 3.586 -3.064 3.171
C 2.559 -1.967 3.330
O 3.014 -0.870 4.109
C 3.489 0.218 3.345
H 6.538 -1.760 2.614
H 5.562 -1.679 4.097
H 6.322 -3.213 3.607
H 3.881 -3.445 4.153
H 3.129 -3.886 2.613
H 1.677 -2.372 3.838
H 2.250 -1.612 2.336
H 2.654 0.778 2.890
H 4.166 -0.106 2.553
H 4.016 0.890 4.019
C 4.526 7.650 -7.245
O 5.590 6.891 -6.702
C 5.605 6.847 -5.289
C 5.029 5.554 -4.755
O 3.650 5.413 -5.057
C 3.396 4.582 -6.178
H 4.477 7.422 -8.308
H 3.570 7.395 -6.780
H 4.708 8.723 -7.123
H 5.060 7.699 -4.870
H 6.649 6.922 -4.968
H 5.130 5.547 -3.665
H 5.595 4.706 -5.154
H 3.533 3.528 -5.913
H 4.040 4.829 -7.024
H 2.357 4.738 -6.466

---

The following molar mass values (in g mol⁻¹) correspond, in order, to the records above: 404.56 340.27 487.83 110.52 187.18 545.50.
The following orbital gap values (in eV) correspond, in order, to the records above: 8.9 9.4 8.0 10.0 8.8 8.1.